Computed, not measured: a structure of composition C49H62BrGeI2InN3OPSe, with ωB97M-V/def2-TZVPD.

XYZ file:
```
122
Properties=species:S:1:pos:R:3
In -0.151 -0.135 -1.320
C -1.915 5.376 4.431
C -1.240 4.071 4.873
C -2.280 3.181 5.571
C -0.151 4.417 5.890
C -0.678 3.337 3.658
C -1.516 2.991 2.606
C -1.004 2.316 1.518
Br -2.265 1.839 0.148
C 0.351 1.915 1.342
O 0.741 1.269 0.306
C 1.200 2.289 2.435
C 0.660 2.975 3.518
C 2.716 2.017 2.496
C 3.053 1.301 3.814
C 3.453 3.364 2.451
C 3.286 1.142 1.374
H -2.303 5.919 5.296
H -2.749 5.189 3.752
H -1.201 6.018 3.912
H -2.701 3.685 6.445
H -1.819 2.247 5.905
H -3.104 2.939 4.895
H -0.595 4.952 6.732
H 0.614 5.061 5.451
H 0.337 3.523 6.282
H -2.568 3.253 2.616
H 1.342 3.249 4.312
H 2.779 1.884 4.695
H 4.127 1.107 3.866
H 2.536 0.339 3.867
H 3.161 4.019 3.274
H 3.233 3.882 1.514
H 4.533 3.205 2.510
H 2.827 0.155 1.366
H 4.359 1.019 1.551
H 3.142 1.586 0.392
I -4.138 0.301 -2.668
C -3.776 -1.350 -3.951
I -4.462 -3.187 -3.159
H -2.703 -1.444 -4.092
H -4.305 -1.158 -4.876
C -2.346 -2.200 4.250
N -2.398 -0.823 3.592
C -3.736 -0.675 2.854
N -3.951 -1.756 1.957
C -3.872 -3.031 2.657
N -2.574 -3.230 3.298
C -1.485 -3.430 2.315
P -1.322 -1.945 1.234
C -1.259 -0.701 2.622
C -3.080 -1.735 0.765
H -3.126 -2.210 5.012
H -1.364 -2.288 4.713
H -2.329 -0.094 4.306
H -3.695 0.279 2.330
H -4.503 -0.661 3.630
H -4.050 -3.837 1.947
H -4.647 -3.063 3.426
H -1.725 -4.313 1.724
H -0.545 -3.625 2.834
H -1.256 0.307 2.209
H -0.321 -0.847 3.161
H -3.379 -2.534 0.084
H -3.209 -0.799 0.227
C -0.103 -1.711 0.180
C 1.051 -2.593 -0.026
C 2.258 -2.033 -0.475
C 3.375 -2.811 -0.729
C 3.342 -4.180 -0.513
C 2.166 -4.755 -0.054
C 1.040 -3.979 0.174
H 2.330 -0.956 -0.606
H 4.276 -2.339 -1.102
H 4.208 -4.794 -0.724
H 2.109 -5.827 0.090
H 0.120 -4.484 0.450
C 3.481 -6.833 -3.985
C 2.618 -5.613 -3.807
C 1.327 -5.709 -3.308
C 0.510 -4.593 -3.157
C -0.878 -4.762 -2.611
C 0.999 -3.332 -3.517
Se -0.152 -1.794 -3.521
C 2.314 -3.207 -3.990
C 2.899 -1.872 -4.356
C 3.093 -4.350 -4.133
H 3.087 -7.679 -3.420
H 4.502 -6.648 -3.649
H 3.533 -7.132 -5.035
H 0.939 -6.683 -3.024
H -1.052 -5.797 -2.312
H -1.629 -4.478 -3.351
H -1.035 -4.104 -1.751
H 2.711 -1.132 -3.576
H 2.440 -1.479 -5.267
H 3.975 -1.954 -4.514
H 4.110 -4.242 -4.500
Ge 0.517 1.837 -2.831
C -0.145 1.828 -4.669
C 0.704 1.504 -5.725
C 0.229 1.426 -7.027
C -1.110 1.671 -7.296
C -1.970 2.000 -6.256
C -1.488 2.074 -4.956
C 0.272 3.573 -1.954
C 1.293 4.091 -1.156
C 1.113 5.258 -0.427
C -0.097 5.935 -0.487
C -1.121 5.440 -1.283
C -0.934 4.268 -2.005
H 2.048 1.611 -2.904
H 1.750 1.296 -5.530
H 0.905 1.167 -7.833
H -1.483 1.607 -8.311
H -3.017 2.197 -6.455
H -2.178 2.319 -4.158
H 2.240 3.565 -1.086
H 1.918 5.639 0.190
H -0.242 6.844 0.084
H -2.068 5.962 -1.338
H -1.753 3.894 -2.610
```

For the LUMO energy, the calculation gives -0.5533 eV. Its total charge is 0. The value obtained for the calculated total energy is -280904.0702 eV. As for the HOMO energy: -6.36 eV. Its max |F| is 0.592 eV/A.